No. 1
The following is a DFT calculation (ωB97M-V/def2-TZVPD) of a cluster of 7 separate species, C49H44BrClF2NO26 in total in a non-equilibrium geometry.

Element x y z (Å)
C  -1.094  5.279  -1.808
C  -2.424  4.630  -2.154
C  -2.270  3.311  -2.895
Br  -3.962  2.361  -2.815
C  -1.750  3.518  -4.311
C  -2.762  3.617  -5.424
F  -3.302  2.426  -5.754
C  -2.084  4.228  -6.631
C  -0.693  3.590  -6.915
C  0.395  4.629  -6.618
C  -0.628  3.263  -8.423
C  0.237  2.068  -8.727
O  -0.215  0.978  -8.957
Cl  2.001  2.283  -8.662
C  -0.472  2.333  -6.108
N  -0.683  2.505  -4.633
C  0.592  2.800  -3.897
C  0.864  1.832  -2.783
O  1.265  2.186  -1.694
F  0.609  0.562  -3.060
H  -0.486  5.474  -2.682
H  -0.567  4.700  -1.071
H  -1.298  6.241  -1.366
H  -3.077  5.300  -2.695
H  -2.915  4.383  -1.232
H  -1.577  2.725  -2.313
H  -1.251  4.470  -4.306
H  -3.501  4.326  -5.086
H  -2.732  4.146  -7.485
H  -1.912  5.271  -6.435
H  0.210  5.145  -5.683
H  1.374  4.178  -6.573
H  0.436  5.383  -7.383
H  -0.226  4.119  -8.942
H  -1.587  3.041  -8.844
H  0.478  1.874  -6.304
H  -1.208  1.615  -6.436
H  -1.017  1.613  -4.269
H  1.442  2.782  -4.559
H  0.582  3.763  -3.432
C  2.880  -3.618  -1.236
C  3.261  -4.141  -0.059
C  2.889  -3.500  1.251
O  3.253  -4.038  2.274
C  2.118  -2.264  1.216
C  1.744  -1.750  0.042
C  2.089  -2.404  -1.263
O  1.686  -1.877  -2.289
O  1.034  -0.626  -0.062
O  3.981  -5.243  0.037
H  3.138  -4.071  -2.182
H  1.866  -1.803  2.159
H  0.911  -0.490  -1.017
H  4.123  -5.407  0.989
C  -3.507  -1.592  4.304
C  -2.306  -2.181  4.314
C  -1.377  -2.106  3.140
O  -0.292  -2.653  3.224
C  -1.813  -1.383  1.956
C  -3.015  -0.798  1.945
C  -3.941  -0.859  3.125
O  -5.005  -0.273  3.039
O  -3.484  -0.120  0.902
O  -1.849  -2.870  5.355
H  -4.180  -1.635  5.146
H  -1.138  -1.343  1.112
H  -4.369  0.190  1.172
H  -0.962  -3.186  5.105
C  4.569  4.775  1.207
C  5.274  4.339  2.262
C  5.607  2.883  2.449
O  6.263  2.570  3.419
C  5.120  1.933  1.459
C  4.415  2.373  0.411
C  4.105  3.829  0.213
O  3.471  4.146  -0.782
O  3.934  1.571  -0.531
O  5.726  5.145  3.204
H  4.328  5.818  1.062
H  5.350  0.888  1.608
H  3.466  2.159  -1.148
H  6.203  4.581  3.842
C  9.338  -7.528  0.252
C  9.945  -6.357  0.487
C  9.207  -5.182  1.065
O  9.828  -4.158  1.264
C  7.788  -5.333  1.351
C  7.184  -6.503  1.113
C  7.926  -7.683  0.557
O  7.303  -8.713  0.386
O  5.894  -6.712  1.346
O  11.227  -6.146  0.232
H  9.860  -8.379  -0.161
H  7.262  -4.479  1.754
H  5.722  -7.638  1.089
H  11.409  -5.226  0.496
C  -6.663  -3.117  1.402
C  -7.684  -3.673  0.734
C  -7.538  -4.984  0.010
O  -8.513  -5.430  -0.559
C  -6.240  -5.640  0.027
C  -5.222  -5.082  0.693
C  -5.378  -3.786  1.433
O  -4.408  -3.347  2.029
O  -4.013  -5.625  0.748
O  -8.882  -3.121  0.661
H  -6.756  -2.177  1.930
H  -6.141  -6.574  -0.509
H  -3.471  -5.027  1.294
H  -9.429  -3.728  0.128
C  -4.122  3.372  7.963
C  -4.401  2.518  6.971
C  -4.586  1.049  7.216
O  -4.851  0.352  6.254
C  -4.434  0.548  8.569
C  -4.152  1.400  9.565
C  -3.989  2.876  9.324
O  -3.750  3.585  10.280
O  -3.998  1.014  10.820
O  -4.538  2.894  5.705
H  -3.989  4.432  7.798
H  -4.554  -0.514  8.730
H  -3.806  1.822  11.332
H  -4.747  2.080  5.207

Cartesian forces (eV/Å) of the 2 atoms listed first:
C -0.61 0.18 -0.17
C 0.28 -0.20 0.10

charge: +1
Kohn-Sham gap: 7.7 eV

Results of the Mulliken charge analysis, in e, for atoms 1 through 4: -1.10 -0.79 -0.15 -0.03


No. 2
The following is a DFT calculation (ωB97M-V/def2-TZVPD) of a structure of composition C8H11ClCrF9ORh in a non-equilibrium geometry.

Element x y z (Å)
Rh  -0.429  1.221  0.044
Cl  -1.523  3.757  -2.465
C  -1.604  0.676  -1.307
H  -2.332  -0.076  -0.952
H  -1.241  0.578  -2.341
H  -2.139  1.641  -1.201
Cr  -0.189  -1.047  -2.066
C  1.322  0.394  -2.095
C  -0.808  -0.662  -3.948
C  0.231  -3.095  -2.395
H  -1.371  -1.580  -4.243
H  -1.455  0.213  -4.104
H  0.093  -0.560  -4.562
H  2.249  -0.198  -1.959
H  1.312  0.774  -3.124
H  1.499  1.293  -1.484
H  -0.613  -3.754  -2.000
H  1.170  -3.473  -1.823
F  1.890  -0.953  1.417
C  1.739  -0.284  2.622
F  1.730  -1.277  3.564
F  2.815  0.493  2.741
C  0.417  0.550  2.668
O  0.511  1.507  1.666
C  -0.804  -0.426  2.592
F  -0.999  -1.006  3.802
F  -1.962  0.234  2.240
F  -0.676  -1.430  1.715
C  0.307  1.430  3.985
F  0.613  0.720  5.106
F  1.186  2.437  3.856
F  -0.939  1.904  4.052

Cartesian forces (eV/Å) of the 2 atoms listed first:
Rh 1.05 0.80 -1.42
Cl -0.01 0.32 0.06

charge: -2
⟨S²⟩: 20.050
Kohn-Sham gap (alpha / beta): 4.0 / 6.5 eV
ΔE to the lowest compared entry with this formula, charge and spin: 0.000 eV
2S+1: 9

Results of the Mulliken charge analysis, in e, for atoms 1 through 4: 0.67 -0.89 -0.96 0.34


No. 3
The following is a DFT calculation (ωB97M-V/def2-TZVPD) of a structure of composition C76H100BaN8O6SSeSi in a non-equilibrium geometry.

Element x y z (Å)
Ba  -0.912  -0.654  0.922
C  0.257  -2.632  3.933
N  0.371  -1.278  3.430
C  0.135  -0.249  4.412
C  -1.326  -0.208  4.741
N  -2.229  -0.851  4.071
C  -3.439  -0.547  4.657
C  -4.720  -0.958  4.304
C  -5.762  -0.509  5.096
C  -5.543  0.317  6.206
C  -4.273  0.748  6.554
C  -3.227  0.316  5.750
N  -1.859  0.507  5.788
C  0.304  -3.569  2.775
N  -0.304  -3.363  1.648
C  0.069  -4.397  0.813
C  -0.235  -4.628  -0.523
C  0.352  -5.723  -1.130
C  1.205  -6.584  -0.430
C  1.503  -6.381  0.907
C  0.933  -5.267  1.505
N  1.040  -4.722  2.769
H  -0.705  -2.741  4.440
H  1.056  -2.893  4.648
H  1.279  -1.194  2.943
H  0.408  0.714  3.973
H  0.720  -0.381  5.341
H  -4.858  -1.579  3.427
H  -6.780  -0.797  4.865
H  -6.388  0.629  6.807
H  -4.118  1.398  7.407
H  -1.362  1.150  6.377
H  -0.887  -3.949  -1.062
H  0.166  -5.921  -2.179
H  1.649  -7.426  -0.948
H  2.168  -7.045  1.445
H  1.680  -5.019  3.481
C  5.165  2.618  -3.623
C  3.750  2.527  -4.214
C  3.058  3.894  -4.083
C  3.881  2.208  -5.706
C  2.935  1.479  -3.462
C  2.726  1.607  -2.092
C  1.958  0.700  -1.399
Se  1.738  0.974  0.491
C  3.429  0.258  1.116
C  4.555  1.032  0.934
C  5.817  0.581  1.317
C  5.872  -0.705  1.846
C  4.764  -1.522  2.054
C  3.448  -1.017  1.774
O  2.357  -1.604  2.099
C  5.052  -2.949  2.556
C  3.810  -3.824  2.757
C  5.790  -2.896  3.906
C  5.943  -3.661  1.522
C  7.037  1.488  1.174
C  8.344  0.768  1.514
C  6.889  2.687  2.126
C  7.153  2.013  -0.266
C  1.263  -0.390  -2.015
O  0.456  -1.111  -1.338
C  1.556  -0.566  -3.413
C  2.353  0.369  -4.066
C  1.081  -1.761  -4.265
C  0.167  -2.742  -3.528
C  2.319  -2.557  -4.722
C  0.326  -1.276  -5.516
H  5.752  3.391  -4.129
H  5.677  1.660  -3.737
H  5.131  2.851  -2.558
H  3.645  4.679  -4.574
H  2.929  4.159  -3.033
H  2.069  3.857  -4.547
H  4.472  2.984  -6.200
H  2.902  2.167  -6.188
H  4.385  1.251  -5.855
H  3.165  2.431  -1.538
H  4.433  2.010  0.477
H  6.845  -1.099  2.118
H  3.189  -3.428  3.560
H  4.129  -4.841  3.019
H  3.198  -3.865  1.859
H  5.195  -2.336  4.631
H  6.763  -2.409  3.816
H  5.952  -3.907  4.294
H  5.431  -3.692  0.559
H  6.161  -4.688  1.835
H  6.891  -3.139  1.385
H  8.350  0.421  2.549
H  9.187  1.452  1.384
H  8.495  -0.090  0.854
H  6.818  2.338  3.158
H  5.983  3.247  1.888
H  7.748  3.363  2.045
H  7.214  1.180  -0.969
H  8.049  2.633  -0.377
H  6.288  2.619  -0.534
H  2.533  0.216  -5.123
H  0.678  -3.163  -2.664
H  -0.109  -3.558  -4.207
H  -0.746  -2.269  -3.168
H  2.881  -2.903  -3.852
H  2.984  -1.944  -5.333
H  2.015  -3.428  -5.311
H  -0.540  -0.674  -5.234
H  -0.024  -2.135  -6.096
H  0.961  -0.671  -6.165
C  -4.998  2.246  1.363
C  -4.790  3.538  1.831
C  -3.586  3.829  2.445
C  -2.583  2.848  2.585
C  -2.703  1.573  1.988
C  -3.962  1.320  1.410
C  -1.474  3.194  3.503
C  -1.784  4.000  4.648
C  -0.814  4.376  5.522
C  0.512  3.928  5.322
C  1.579  4.241  6.190
C  2.830  3.727  5.965
C  3.053  2.890  4.857
C  2.037  2.581  3.993
C  0.730  3.086  4.198
N  -0.249  2.738  3.323
H  -5.960  1.975  0.936
H  -5.555  4.301  1.729
H  -3.412  4.845  2.796
H  -4.150  0.341  0.973
H  -2.809  4.288  4.831
H  -1.046  4.996  6.383
H  1.395  4.884  7.044
H  3.643  3.957  6.644
H  4.042  2.485  4.681
H  2.215  1.952  3.132
C  -3.223  -0.260  -3.984
C  -3.008  0.346  -2.593
C  -1.604  0.939  -2.515
C  -4.038  1.450  -2.331
O  -3.107  -0.637  -1.570
Si  -4.127  -1.924  -1.370
S  -4.214  -2.420  0.608
O  -3.457  -3.019  -2.432
C  -3.841  -4.319  -2.852
C  -2.592  -4.961  -3.461
C  -4.343  -5.205  -1.710
C  -4.921  -4.200  -3.938
O  -5.598  -1.537  -2.088
C  -6.917  -1.332  -1.597
C  -7.738  -0.882  -2.808
C  -6.969  -0.246  -0.518
C  -7.511  -2.632  -1.042
H  -3.079  0.504  -4.752
H  -4.232  -0.666  -4.064
H  -2.510  -1.071  -4.143
H  -1.473  1.713  -3.276
H  -0.857  0.163  -2.669
H  -1.428  1.371  -1.529
H  -3.889  2.285  -3.021
H  -3.941  1.807  -1.303
H  -5.045  1.053  -2.470
H  -1.890  -5.232  -2.673
H  -2.106  -4.245  -4.127
H  -2.860  -5.857  -4.025
H  -3.647  -5.157  -0.873
H  -4.434  -6.239  -2.055
H  -5.310  -4.859  -1.346
H  -4.495  -3.748  -4.838
H  -5.720  -3.553  -3.578
H  -5.329  -5.182  -4.188
H  -7.328  0.045  -3.214
H  -8.777  -0.712  -2.517
H  -7.707  -1.646  -3.589
H  -6.676  0.723  -0.925
H  -6.285  -0.510  0.288
H  -7.982  -0.165  -0.114
H  -7.512  -3.408  -1.811
H  -8.539  -2.469  -0.706
H  -6.904  -2.960  -0.198
N  -0.462  2.630  -0.419
C  -0.632  3.640  -0.948
N  -0.808  4.784  -1.597
C  -0.158  6.008  -1.164
C  0.185  6.816  -2.409
O  -0.970  7.053  -3.201
C  -1.572  5.834  -3.616
C  -1.990  4.996  -2.417
H  0.743  5.763  -0.602
H  -0.831  6.592  -0.523
H  0.934  6.271  -2.996
H  0.580  7.794  -2.137
H  -0.867  5.258  -4.229
H  -2.438  6.103  -4.219
H  -2.389  4.033  -2.733
H  -2.759  5.532  -1.845

Cartesian forces (eV/Å) of the 2 atoms listed first:
Ba -1.29 -0.32 -0.07
C -0.03 0.24 0.01

charge: -2
Kohn-Sham gap: 5.6 eV

Results of the Mulliken charge analysis, in e, for atoms 1 through 4: 0.10 -0.59 1.35 0.19


No. 4
The following is a DFT calculation (ωB97M-V/def2-TZVPD) of a cluster of 2 separate species, C12H9FNS2 in total.

Element x y z (Å)
S  1.447  0.623  2.396
N  0.284  0.848  1.085
C  -0.886  0.041  1.231
C  -2.048  0.618  1.732
C  -3.191  -0.151  1.905
C  -3.183  -1.498  1.562
C  -2.036  -2.075  1.037
C  -0.883  -1.309  0.873
S  0.586  -2.012  0.203
C  1.143  -0.604  -0.718
C  1.760  -0.758  -1.956
C  2.163  0.358  -2.674
C  1.933  1.623  -2.156
C  1.306  1.779  -0.930
C  0.921  0.662  -0.199
H  0.722  -0.219  3.141
H  -2.015  1.671  1.983
H  -4.098  0.294  2.298
H  -4.076  -2.100  1.679
H  -2.019  -3.116  0.735
H  1.915  -1.754  -2.354
H  2.691  0.281  -3.620
H  2.279  2.475  -2.726
H  1.122  2.759  -0.504
F  4.163  1.564  -4.023

Cartesian forces (eV/Å) of the 2 atoms listed first:
S -0.05 0.25 0.05
N 0.03 -0.14 -0.15

charge: -1
Kohn-Sham gap: 6.4 eV

Results of the Mulliken charge analysis, in e, for atoms 1 through 4: -0.16 -0.03 -0.55 -0.32


No. 5
The following is a DFT calculation (ωB97M-V/def2-TZVPD) of the molecule C22H21ClN2O3S.

Element x y z (Å)
C  7.784  1.786  -0.494
C  7.050  1.482  0.817
C  8.013  0.901  1.853
C  5.898  0.565  0.547
C  5.882  -0.789  0.490
C  4.605  -1.328  0.161
C  4.213  -2.728  0.018
N  5.171  -3.655  0.237
O  3.070  -3.069  -0.289
C  3.679  -0.320  -0.031
N  2.369  -0.520  -0.356
C  1.514  0.524  -0.525
O  1.909  1.672  -0.388
C  0.112  0.183  -0.866
C  -0.297  -1.082  -1.281
C  -1.629  -1.303  -1.579
C  -2.557  -0.281  -1.473
C  -2.162  0.989  -1.068
C  -3.163  2.107  -0.905
O  -3.926  1.945  0.281
C  -5.039  1.168  0.304
C  -5.774  0.751  -0.803
C  -6.920  -0.007  -0.637
C  -7.343  -0.354  0.633
Cl  -8.772  -1.310  0.832
C  -6.630  0.061  1.748
C  -5.488  0.814  1.580
C  -0.827  1.207  -0.765
S  4.332  1.254  0.187
H  7.101  2.228  -1.215
H  8.192  0.872  -0.919
H  8.600  2.482  -0.315
H  6.643  2.421  1.206
H  8.518  0.023  1.459
H  8.768  1.639  2.112
H  7.477  0.620  2.757
H  6.752  -1.392  0.678
H  6.104  -3.407  0.508
H  4.924  -4.627  0.156
H  2.130  -1.516  -0.431
H  0.407  -1.894  -1.386
H  -1.949  -2.283  -1.900
H  -3.593  -0.480  -1.706
H  -2.637  3.055  -0.766
H  -3.805  2.193  -1.789
H  -5.479  1.016  -1.806
H  -7.484  -0.326  -1.500
H  -6.965  -0.208  2.736
H  -4.918  1.150  2.431
H  -0.486  2.179  -0.444

Cartesian forces (eV/Å) of the 2 atoms listed first:
C -0.10 0.14 0.20
C 0.20 -0.04 -0.11

Kohn-Sham gap: 8.2 eV
ΔE to the lowest compared entry with this formula, charge and spin: 0.000 eV
SMILES: CC(C)c1cc(C(N)=O)c(NC(=O)c2cccc(COc3ccc(Cl)cc3)c2)s1

Results of the Mulliken charge analysis, in e, for atoms 1 through 4: -1.29 0.43 -1.59 0.07


No. 6
The following is a DFT calculation (ωB97M-V/def2-TZVPD) of the molecule C5H8N2 in a non-equilibrium geometry.

Element x y z (Å)
C  -0.606  1.880  -0.429
C  0.011  0.517  -0.592
C  1.444  0.233  -0.319
N  0.411  -0.168  0.626
C  0.118  -1.588  0.667
C  -1.295  -1.795  1.026
N  -2.413  -1.952  1.278
H  -0.044  2.473  0.299
H  -1.635  1.786  -0.066
H  -0.624  2.418  -1.381
H  -0.449  -0.114  -1.357
H  1.932  -0.549  -0.902
H  2.104  1.026  0.026
H  0.296  -2.099  -0.296
H  0.751  -2.069  1.420

Cartesian forces (eV/Å) of the 2 atoms listed first:
C 0.01 0.04 0.02
C -0.13 0.06 -0.15

Kohn-Sham gap: 10.8 eV
ΔE to the lowest compared entry with this formula, charge and spin: 1.634 eV
SMILES: C[C@H]1CN1CC#N

Results of the Mulliken charge analysis, in e, for atoms 1 through 4: -1.35 0.39 -0.52 -0.37


No. 7
The following is a DFT calculation (ωB97M-V/def2-TZVPD) of a cluster of 8 separate species, C8H32O8 in total in a non-equilibrium geometry.

Element x y z (Å)
C  27.498  41.424  24.571
O  27.671  41.596  26.059
H  27.678  40.395  24.193
H  28.311  41.886  24.011
H  26.560  41.941  24.167
H  28.421  42.078  26.101
C  33.416  34.429  23.341
O  32.673  35.398  22.547
H  33.337  34.972  24.316
H  34.426  34.347  22.919
H  32.887  33.458  23.635
H  33.010  36.232  22.635
C  29.852  35.270  19.709
O  30.536  36.065  20.564
H  28.858  35.566  19.619
H  29.504  34.237  19.830
H  30.070  35.373  18.687
H  31.170  35.497  20.867
C  28.676  32.992  22.724
O  29.664  33.322  23.694
H  28.088  33.817  22.428
H  27.720  32.485  23.140
H  28.947  32.594  21.747
H  30.420  32.607  23.481
C  27.096  37.889  22.663
O  25.868  38.568  22.264
H  27.569  37.247  21.868
H  26.820  37.248  23.511
H  27.781  38.518  23.088
H  25.202  38.577  22.910
C  29.341  35.283  28.386
O  29.576  36.528  27.686
H  29.560  34.555  27.615
H  28.084  35.207  28.446
H  29.758  35.111  29.445
H  29.923  36.551  26.801
C  29.825  37.219  24.360
O  29.917  36.024  25.181
H  29.625  37.092  23.231
H  30.852  37.608  24.170
H  29.232  38.041  24.759
H  30.107  35.274  24.652
C  32.588  39.014  22.543
O  33.294  37.850  23.121
H  31.472  38.854  22.467
H  33.071  39.091  21.544
H  33.154  39.889  22.957
H  33.796  38.137  23.966

Cartesian forces (eV/Å) of the 2 atoms listed first:
C -0.03 0.62 0.21
O -3.98 -2.77 -3.11

Kohn-Sham gap: 9.5 eV
ΔE to the lowest compared entry with this formula, charge and spin: 8.422 eV
SMILES: CO.CO.CO.CO.CO.CO.CO.CO

Results of the Mulliken charge analysis, in e, for atoms 1 through 4: -0.37 -0.46 0.01 0.30